*i*
14
Properties=species:S:1:pos:R:3:mulliken_charge:R:1 method="wB97M-V/def2-TZVPD" orbital_gap_ev=9.32 charge=0 e_homo_ha=-0.3177
S 2.7926 -0.2753 -2.0492 -0.222
C 1.9569 -0.9652 -0.6186 -0.286
C 0.7545 -0.5546 -0.2313 0.203
C -0.0703 0.6829 -0.1790 -0.860
C -0.1916 -0.3618 0.9176 -0.190
C -1.6984 -0.6823 1.1400 -0.668
Br -1.8661 -2.1953 2.3283 -0.190
H 1.7393 0.6383 -2.2700 0.141
H 2.5845 -1.8342 -0.4298 0.318
H -0.9459 0.8525 -0.7576 0.268
H 0.4299 1.6223 -0.0713 0.346
H 0.3002 -0.0504 1.7508 0.456
H -2.0972 -1.0508 0.1513 0.363
H -2.3551 0.1311 1.7358 0.321

=====

*ii*
14
Properties=species:S:1:pos:R:3:mulliken_charge:R:1 method="wB97M-V/def2-TZVPD" orbital_gap_ev=8.76 smiles="C[C@@H]1SC=C[C@H]1Br" charge=0 e_homo_ha=-0.3078
C 1.1098 -1.1174 -1.0378 -1.107
C -0.0010 -0.0684 -0.7734 0.010
S 0.7616 1.5266 -0.7191 -0.180
C 0.0541 1.8712 0.8661 -0.328
C -0.6368 0.8396 1.4360 -0.403
C -0.7991 -0.3672 0.4996 -0.344
Br -2.7811 -0.4585 -0.1196 -0.200
H 2.2258 -0.7452 -0.8189 0.295
H 0.9967 -1.3084 -2.1126 0.292
H 1.0016 -2.1277 -0.4720 0.281
H -0.6133 -0.1490 -1.5626 0.562
H 0.3589 2.7948 1.3106 0.389
H -0.9972 0.6621 2.4705 0.334
H -0.6799 -1.3524 1.0332 0.400

=====

Which is the most stable structure? *ii* is the most stable.

=====

*i*
9
Properties=species:S:1:pos:R:3:mulliken_charge:R:1 method="wB97M-V/def2-TZVPD" orbital_gap_ev="7.30 / 7.30" charge=-1 e_homo_ha="-0.0908 / -0.0908"
C 0.3595 0.8783 -0.2299 -0.943
N 0.1355 -1.3753 -0.0278 -0.515
N -0.3960 -0.2083 -0.6756 -0.288
O -1.8713 0.0740 0.2721 -0.840
H 0.0935 1.7803 -0.6612 0.359
H 0.3025 1.1568 0.7887 0.406
H 1.4871 0.7958 -0.3468 0.287
H 0.4706 -1.0847 0.8274 0.243
H -0.5814 -2.0170 0.0532 0.292

=====

*ii*
9
Properties=species:S:1:pos:R:3:mulliken_charge:R:1 method="wB97M-V/def2-TZVPD" orbital_gap_ev=6.25 smiles=CNN[O-] charge=-1 e_homo_ha=-0.0514
C -0.9780 -0.2637 -0.0464 -0.724
N -0.0759 0.7988 -0.2005 -0.473
N 1.3809 0.4821 0.2385 -0.248
O 1.6954 -0.7337 -0.1697 -0.708
H -1.3389 -0.4162 1.0523 0.138
H -1.7321 -0.3069 -0.7927 0.337
H -0.2241 -1.1931 -0.3066 0.257
H 0.0386 1.0710 -1.1713 0.301
H 1.2340 0.5618 1.3964 0.121

=====

Which is the most stable structure? *ii* is the most stable.

=====

*i*
7
Properties=species:S:1:pos:R:3:mulliken_charge:R:1 method="wB97M-V/def2-TZVPD" orbital_gap_ev=8.63 smiles="O=C=C(F)Br.Cl" charge=0 e_homo_ha=-0.3477
O 0.0105 -1.5564 -1.7280 -0.336
C 0.5116 -0.9394 -0.8589 0.906
C 0.9729 -0.2138 0.0912 -0.274
F 0.9042 -0.6036 1.4155 -0.214
Br 1.6460 1.5752 -0.2977 -0.082
Cl -2.2875 0.2318 0.6755 -0.268
H -1.7577 1.5061 0.7025 0.268

=====

*ii*
7
Properties=species:S:1:pos:R:3:mulliken_charge:R:1 method="wB97M-V/def2-TZVPD" orbital_gap_ev=8.62 smiles="O=C=C(Cl)Br.F" charge=0 e_homo_ha=-0.3409
O 0.2558 -0.7812 2.7556 -0.300
C 0.6177 -0.3412 1.7533 0.343
C 0.5739 0.1934 0.5581 0.197
Cl 0.8272 1.8025 0.1859 -0.125
Br 1.0261 -1.2317 -0.7617 -0.114
F -2.0736 0.0528 -2.0836 -0.384
H -1.2270 0.3053 -2.4076 0.382

=====

Which is the most stable structure? *ii* is the most stable.

=====

*i*
12
Properties=species:S:1:pos:R:3:mulliken_charge:R:1 method="wB97M-V/def2-TZVPD" orbital_gap_ev=8.04 charge=0 e_homo_ha=-0.3225
C -0.2016 -1.4841 1.0038 -0.823
O -0.9311 -0.5778 0.1566 -0.347
C -0.2564 0.5061 -0.3189 0.801
C -1.2266 1.6509 -0.4499 -0.296
S -0.9534 3.1289 -0.9365 -0.210
N 0.9240 0.7203 -0.7134 -0.352
S 2.1126 -0.4546 -0.8247 -0.140
H 0.5983 -0.9531 1.5506 0.413
H -0.9639 -1.8869 1.6669 0.234
H 0.1893 -2.3045 0.4203 0.328
H -2.2962 1.2918 -0.1528 0.225
H 3.0049 0.3630 -1.4020 0.167

=====

*ii*
12
Properties=species:S:1:pos:R:3:mulliken_charge:R:1 method="wB97M-V/def2-TZVPD" orbital_gap_ev=8.51 smiles="CN(S)C(=S)C=O" charge=0 e_homo_ha=-0.3249
C 0.3778 0.7841 -1.4371 -0.726
N -0.1831 0.0329 -0.3165 -0.047
S -1.9410 0.4244 -0.0711 -0.092
C 0.6855 -0.5041 0.6440 0.348
S 2.2717 -0.5943 0.7175 -0.291
C 0.0695 -1.0377 1.9579 -0.138
O -0.9052 -0.5148 2.3603 -0.397
H 0.8263 1.9716 -1.0318 0.250
H -0.5397 1.2171 -2.2819 0.262
H 1.3278 0.2373 -2.0546 0.278
H -2.5164 -0.2345 -1.1091 0.158
H 0.5267 -1.7820 2.6225 0.397

=====

Which is the most stable structure? *i* is the most stable.

=====

*i*
12
Properties=species:S:1:pos:R:3:mulliken_charge:R:1 method="wB97M-V/def2-TZVPD" orbital_gap_ev=10.42 charge=0 e_homo_ha=-0.3592
C -0.0859 -1.3640 0.0669 -0.861
C 0.0873 0.0181 -0.0700 0.518
N 1.0752 0.6549 0.3990 -0.507
O 1.7572 -0.3817 1.1349 -0.430
N -0.7431 0.5542 -1.2067 -0.263
O -2.0291 0.6219 -0.5314 -0.415
H 0.8375 -1.7256 -0.2952 0.294
H -0.3282 -2.0440 1.0045 0.273
H -0.8917 -1.4965 -0.6634 0.337
H 2.3906 0.1423 1.9195 0.347
H -0.1071 1.4895 -1.4383 0.347
H -2.0592 1.3235 0.3166 0.360

=====

*ii*
12
Properties=species:S:1:pos:R:3:mulliken_charge:R:1 method="wB97M-V/def2-TZVPD" orbital_gap_ev=9.59 smiles="NNC(=O)CO" charge=0 e_homo_ha=-0.3370
N -1.2152 -1.7911 0.5433 -0.661
N -0.4457 -0.6887 -0.0352 -0.003
C 0.8997 -0.4083 0.2771 0.357
O 1.7429 -0.7160 1.1798 -0.567
C 1.0765 1.1953 -0.2449 -0.213
O -0.0500 1.4162 -1.1225 -0.590
H -2.1757 -1.1944 0.8206 0.266
H -1.4260 -2.5648 -0.0642 0.242
H -0.8575 -0.0737 -0.8059 0.362
H 2.2667 1.1448 -0.7354 0.259
H 0.7993 1.9091 0.7409 0.220
H -0.6149 1.7717 -0.5536 0.325

=====

Which is the most stable structure? *ii* is the most stable.

=====

*i*
12
Properties=species:S:1:pos:R:3:mulliken_charge:R:1 method="wB97M-V/def2-TZVPD" orbital_gap_ev="9.45 / 9.46" charge=0 e_homo_ha="-0.3571 / -0.3571"
C -0.5496 0.4656 0.6638 0.321
N -1.5924 -0.5389 0.5829 -0.622
C 0.5792 0.0224 -0.2494 -0.152
O 2.1982 -0.9003 -1.5238 -0.623
O -1.0892 1.7311 0.3771 -0.558
N 1.1405 0.6354 -1.1477 -0.253
H 3.1452 -0.7491 -1.3630 0.317
H -1.5961 1.6473 -0.4427 0.365
H -0.0957 0.5812 1.6568 0.254
H -2.2722 -0.4089 1.3224 0.223
H -1.2316 -1.4841 0.6093 0.220
H 1.3636 -1.0016 -0.4856 0.511

=====

*ii*
12
Properties=species:S:1:pos:R:3:mulliken_charge:R:1 method="wB97M-V/def2-TZVPD" orbital_gap_ev=10.38 smiles="[H]/N=C(/O)N(C)O" charge=0 e_homo_ha=-0.3512
H -2.2237 -0.6703 -0.2187 0.270
N -1.4803 -1.3598 -0.2507 -0.729
C -0.3403 -0.9242 0.0541 0.723
O 0.7176 -1.7328 0.0602 -0.498
N -0.0810 0.4238 0.4275 -0.096
C 0.3368 1.2463 -0.6972 -0.811
O 0.9138 0.4900 1.4525 -0.453
H 0.4273 -2.6307 -0.1490 0.357
H 1.3084 0.9345 -1.0915 0.323
H 0.3974 2.2776 -0.3552 0.275
H -0.4196 1.1630 -1.4745 0.299
H 0.4434 0.7825 2.2425 0.341

=====

Which is the most stable structure? *ii* is the most stable.